No. 1
Here is a molecular structure, C37H42BCaF6N8O3S from OMol25. Energies are from ωB97M-V with the def2-TZVPD basis set.

Geometry as XYZ:
```
99
Properties=species:S:1:pos:R:3:mulliken_charge:R:1
Ca -0.034 -0.179 0.134 3.0635
C 1.211 -1.601 5.325 -1.7228
C 0.446 -1.439 4.012 1.7656
C 1.151 -2.172 2.870 -0.2854
C 0.179 0.011 3.705 -0.7197
C 0.148 1.100 4.591 -1.5232
C -0.261 2.167 3.820 -0.6515
N -0.457 1.732 2.567 -0.0954
N -0.175 0.416 2.488 0.7607
B -1.013 2.633 1.426 -0.1225
N 0.030 3.020 0.354 0.2762
C 0.584 4.238 0.238 -0.5031
C 1.410 4.235 -0.860 -1.9154
C 1.312 2.929 -1.375 -0.1095
N 0.479 2.209 -0.633 0.4807
C 2.030 2.374 -2.573 1.5867
C 1.866 3.312 -3.773 -1.7327
C 1.564 0.968 -2.928 -1.2098
N -2.258 2.044 0.721 0.1447
C -3.478 2.612 0.741 -0.5594
C -4.207 2.107 -0.308 -1.6986
C -3.330 1.213 -0.951 -0.1776
N -2.171 1.171 -0.310 0.7078
C -3.561 0.472 -2.239 1.1475
C -2.392 -0.450 -2.566 -0.6331
C -4.898 -0.274 -2.218 -1.5982
H 1.353 -2.660 5.546 0.5014
H 0.673 -1.149 6.160 0.4010
H 2.195 -1.134 5.262 -0.0089
H -0.539 -1.899 4.151 0.2353
H 2.099 -1.699 2.616 -0.0828
H 0.533 -2.189 1.973 -0.5774
H 1.348 -3.207 3.158 0.5825
H 0.383 1.111 5.642 0.5027
H -0.432 3.196 4.083 0.5380
H -1.351 3.654 1.972 -0.2653
H 0.348 5.018 0.940 0.5384
H 2.012 5.048 -1.228 0.4375
H 3.092 2.325 -2.314 0.1424
H 0.814 3.378 -4.060 0.3483
H 2.435 2.939 -4.628 0.4658
H 2.216 4.318 -3.544 0.3684
H 0.496 0.969 -3.158 -0.0130
H 1.748 0.279 -2.107 0.1572
H 2.104 0.602 -3.804 0.5337
H -3.728 3.349 1.485 0.5228
H -5.218 2.355 -0.582 0.4353
H -3.627 1.235 -3.026 0.3993
H -2.232 -1.135 -1.734 -0.1374
H -1.479 0.125 -2.730 -0.4606
H -2.604 -1.039 -3.461 0.5997
H -4.893 -1.050 -1.458 0.1953
H -5.089 -0.737 -3.189 0.4249
H -5.720 0.408 -1.999 0.4295
O 4.298 1.494 -0.198 -0.7901
S 3.403 0.939 0.796 1.3750
O 2.445 1.809 1.426 -0.6337
N 2.607 -0.341 0.263 0.9585
C 3.266 -1.313 -0.470 -0.4995
C 4.637 -1.499 -0.569 -0.6373
C 5.197 -2.563 -1.292 -1.0832
C 4.422 -3.473 -1.950 -0.8845
C 3.020 -3.316 -1.915 1.2677
C 2.145 -4.197 -2.590 -0.8423
C 0.800 -3.992 -2.544 -1.5756
C 0.313 -2.889 -1.821 -0.5747
N 1.088 -2.050 -1.176 0.7739
C 2.439 -2.245 -1.195 -0.5040
C 4.474 0.459 2.155 -0.4331
C 3.914 0.197 3.399 0.2595
C 4.740 -0.122 4.465 -1.0495
C 6.119 -0.161 4.298 -0.6083
C 6.676 0.137 3.063 -0.8600
C 5.852 0.455 1.991 -0.1792
H 5.296 -0.802 -0.084 0.3347
H 6.277 -2.658 -1.320 0.3819
H 4.855 -4.297 -2.503 0.3781
H 2.568 -5.032 -3.139 0.3724
H 0.103 -4.652 -3.041 0.5040
H -0.749 -2.708 -1.750 0.4587
H 2.843 0.281 3.524 0.4773
H 4.312 -0.328 5.438 0.3606
H 6.759 -0.405 5.136 0.3731
H 7.750 0.133 2.933 0.3880
H 6.266 0.728 1.030 0.5396
C -1.686 -3.809 1.984 -1.8582
C -2.303 -2.807 0.986 1.1101
O -1.426 -1.960 0.429 0.1124
C -2.978 -3.692 -0.106 0.1308
F -2.060 -4.517 -0.660 -0.3018
F -3.963 -4.488 0.361 -0.3222
F -3.504 -2.992 -1.123 -0.1350
C -3.406 -2.018 1.745 0.0707
F -2.841 -1.208 2.652 -0.1591
F -4.148 -1.250 0.932 -0.2152
F -4.270 -2.809 2.427 -0.3472
H -0.825 -4.273 1.508 0.3550
H -2.403 -4.577 2.276 0.4354
H -1.352 -3.281 2.872 0.1865
```

E: -103380.382 eV
Charge: -1
Orbital gap: 0.285 Eh
E_HOMO: -5.14 eV

=====

No. 2
Here is a molecular structure, C38H50ClN4O3Yb at a distorted geometry from OMol25. Energies are from ωB97M-V with the def2-TZVPD basis set.

Geometry as XYZ:
```
97
Properties=species:S:1:pos:R:3:lowdin_spin:R:1
Yb -0.650 -0.079 0.600 1.0073
N -1.319 -0.844 2.890 -0.0008
C -2.642 -1.488 2.704 0.0000
C -3.417 -0.871 1.513 -0.0002
O -4.628 -0.901 1.535 -0.0002
O -2.668 -0.396 0.574 -0.0016
H -0.819 -1.346 3.611 0.0000
H -1.527 0.058 3.307 0.0001
H -3.275 -1.403 3.587 0.0000
H -2.510 -2.543 2.466 0.0000
O 1.732 -1.180 0.212 -0.0004
C 3.119 -0.857 0.216 0.0000
C 3.540 -0.325 1.582 0.0000
C 2.553 0.738 2.090 0.0000
C 2.362 1.797 1.044 0.0000
C 3.279 2.841 0.949 0.0000
C 3.136 3.783 -0.049 0.0000
C 2.074 3.649 -0.934 0.0000
C 1.219 2.576 -0.782 0.0000
N 1.348 1.656 0.183 -0.0005
H 1.586 -2.126 0.121 0.0000
H 3.282 -0.090 -0.544 0.0000
H 3.719 -1.729 -0.048 0.0000
H 4.539 0.107 1.484 0.0000
H 3.588 -1.138 2.310 0.0000
H 2.925 1.183 3.012 0.0000
H 1.590 0.270 2.309 0.0000
H 4.089 2.902 1.664 0.0000
H 3.823 4.615 -0.135 0.0000
H 1.916 4.355 -1.737 0.0000
H 0.392 2.437 -1.467 0.0000
C -2.830 3.472 -1.444 0.0000
C -2.584 2.007 -1.809 0.0000
C -3.898 1.312 -2.182 0.0000
C -1.584 1.832 -2.932 0.0000
C -1.625 2.669 -4.038 0.0000
C -0.750 2.498 -5.098 0.0000
C 0.190 1.486 -5.047 0.0000
C 0.254 0.612 -3.966 0.0000
C 1.319 -0.475 -3.966 0.0000
C 1.114 -1.442 -5.138 0.0000
C 2.724 0.136 -4.014 0.0000
C -0.653 0.780 -2.909 0.0000
N -0.624 -0.110 -1.799 -0.0009
C -0.975 -1.341 -2.061 0.0000
C -0.976 -2.457 -1.202 0.0000
C -1.407 -3.726 -1.627 -0.0001
C -1.203 -4.582 -0.570 0.0000
C -0.644 -3.816 0.474 -0.0002
N -0.518 -2.524 0.117 -0.0007
C -0.128 -4.473 1.746 0.0000
C 0.447 -3.491 2.774 0.0000
C 0.988 -5.455 1.338 0.0000
C -1.253 -5.288 2.406 0.0000
H -3.412 3.524 -0.523 0.0000
H -3.393 3.989 -2.222 0.0000
H -1.890 4.005 -1.287 0.0000
H -2.203 1.507 -0.921 0.0000
H -4.348 1.793 -3.053 0.0000
H -4.601 1.355 -1.349 0.0000
H -3.724 0.259 -2.413 0.0000
H -2.361 3.462 -4.077 0.0000
H -0.805 3.147 -5.963 0.0000
H 0.884 1.366 -5.871 0.0000
H 1.242 -1.043 -3.039 0.0000
H 1.156 -0.910 -6.089 0.0000
H 0.142 -1.933 -5.073 0.0000
H 1.890 -2.209 -5.144 0.0000
H 2.891 0.661 -4.956 0.0000
H 3.479 -0.648 -3.928 0.0000
H 2.864 0.848 -3.197 0.0000
H -1.309 -1.577 -3.074 0.0000
H -1.818 -3.961 -2.597 0.0000
H -1.412 -5.640 -0.550 0.0000
H 0.833 -2.586 2.304 0.0000
H 1.258 -3.965 3.331 0.0000
H -0.320 -3.213 3.495 0.0000
H 1.881 -4.917 1.009 0.0000
H 0.658 -6.104 0.529 0.0000
H 1.260 -6.082 2.190 0.0000
H -2.136 -4.677 2.589 0.0000
H -0.908 -5.696 3.358 0.0000
H -1.554 -6.121 1.770 0.0000
Cl -2.681 1.959 4.500 0.0000
C -1.022 2.482 4.220 -0.0002
C -0.290 2.814 5.347 0.0000
C 0.954 3.410 5.217 -0.0002
C 1.387 3.755 3.942 0.0000
C 0.641 3.420 2.830 -0.0002
C -0.552 2.664 2.901 -0.0001
C -1.207 2.202 1.685 -0.0008
H -0.718 2.643 6.326 0.0000
H 1.545 3.645 6.092 0.0000
H 2.302 4.325 3.825 0.0000
H 0.955 3.759 1.851 0.0000
H -1.016 2.911 0.874 -0.0001
H -2.286 2.097 1.824 0.0001
```

E: -96376.808 eV
Charge: 0
Multiplicity: 2
Relative energy (zero: lowest compared OMol25 entry of this formula, charge and spin): 0.00 kJ/mol
Orbital gap (spin up / spin down): 0.266 / 0.265 Eh
E_HOMO (spin up / spin down): -6.98 / -6.97 eV